(1)
DFT (ωB97M-V with the def2-TZVPD basis set) results for a structure of composition C2HFKO.

Last column: Löwdin charge in e.
CARTESIAN COORDINATES (ANGSTROEM)
H: 0.3440 -2.6964 1.3535  -0.0170
O: 0.1801 2.0010 -0.2941  -0.3614
C: 0.2524 -2.2040 0.3581  0.1318
C: -0.9634 1.6699 -0.5479  -0.1347
F: 0.4325 -3.2405 -0.5111  -0.1070
K: -0.2456 4.4700 -0.3585  0.4883

The value obtained for the HOMO-LUMO gap (alpha / beta) is 3.4 / 9.2 eV. For the LUMO energy (alpha / beta), the calculation gives -0.45 / -0.41 eV. Its multiplicity is 2. The relative energy (zero: lowest compared OMol25 entry of this formula, charge and spin) comes out at 20.1 kcal/mol. For the HOMO energy (alpha / beta), the calculation gives -3.84 / -9.65 eV.

---

(2)
DFT (ωB97M-V with the def2-TZVPD basis set) results for an isolated molecule of C4H6O2.

Last column: Löwdin charge in e.
CARTESIAN COORDINATES (ANGSTROEM)
O: -1.8188 0.8753 -0.1998  0.0051
C: -1.3985 -0.4220 -0.1543  -0.2007
C: 0.8997 0.2511 -0.7169  -0.1636
C: -0.1239 -0.7459 -0.3271  -0.1543
C: 1.3576 0.0196 1.5509  0.0517
O: 1.7452 0.5987 0.4507  -0.1297
H: -2.7720 0.9010 -0.3251  0.1006
H: -2.1484 -1.1749 0.0715  0.1197
H: 1.5528 -0.1438 -1.5044  0.1226
H: 0.4480 1.1817 -1.0729  0.1219
H: 0.2115 -1.7518 -0.1042  0.1068
H: 2.0468 0.4112 2.3315  0.0200

The value obtained for the HOMO-LUMO gap is 8.7 eV. For the LUMO energy, the calculation gives 0.69 eV. The relative energy (zero: lowest compared OMol25 entry of this formula, charge and spin) comes out at 101.9 kcal/mol. For the HOMO energy, the calculation gives -7.99 eV.

---

(3)
DFT (ωB97M-V with the def2-TZVPD basis set) results for a structure of composition C5H11BiClF3O3SZr.

Last column: Löwdin charge in e.
CARTESIAN COORDINATES (ANGSTROEM)
Bi: -0.2443 0.3344 -2.6942  1.2764
Cl: 0.8847 -1.7661 -1.0316  -0.0831
C: 1.9792 1.0406 -2.7876  -0.3655
C: -1.1800 -1.4441 -3.9461  -0.3556
H: 2.1440 1.4661 -3.7918  -0.0174
H: 2.0980 1.8148 -2.0155  -0.0176
H: 2.6154 0.1702 -2.5905  -0.0446
H: -1.1769 -1.1446 -5.0084  -0.0168
H: -2.2104 -1.5597 -3.5803  -0.0227
H: -0.5773 -2.3413 -3.7611  -0.0437
Zr: -0.2847 -0.4397 0.7074  1.2539
C: -2.2095 -1.3298 1.1700  -0.2816
C: -1.1308 1.0409 -0.6224  -0.5808
H: -3.0329 -0.8450 0.6253  0.0000
H: -2.2671 -2.4107 0.9735  0.0066
H: -2.4253 -1.2053 2.2434  0.0049
H: -2.1957 0.8523 -0.8420  -0.0461
H: -0.9285 2.1196 -0.6748  -0.0285
F: 2.3417 0.5833 5.0388  0.1397
C: 2.1246 0.8395 3.7259  -0.5869
F: 2.4911 2.1098 3.4552  0.1417
F: 2.8688 -0.0133 2.9689  0.1159
S: 0.3327 0.5908 3.2724  0.6297
O: 0.2095 -0.8597 2.8745  -0.4220
O: -0.4250 1.1191 4.3640  -0.2111
O: 0.1986 1.2778 1.9270  -0.4447

The value obtained for the HOMO-LUMO gap (alpha / beta) is 6.2 / 6.2 eV. For the LUMO energy (alpha / beta), the calculation gives -0.20 / -0.20 eV. The relative energy (zero: lowest compared OMol25 entry of this formula, charge and spin) comes out at 0.0 kcal/mol. For the HOMO energy (alpha / beta), the calculation gives -6.42 / -6.42 eV.

---

(4)
DFT (ωB97M-V with the def2-TZVPD basis set) results for a structure of composition C4H6N4O.

Last column: Löwdin charge in e.
CARTESIAN COORDINATES (ANGSTROEM)
C: -0.2709 0.4498 -0.8446  -0.2701
C: 0.3968 -0.6897 -0.5837  -0.0669
C: 1.4165 -1.8230 -0.4483  -0.0902
C: 0.4581 -0.7386 0.8135  -0.4214
H: -0.5935 0.5522 -2.8711  0.0848
H: -1.7177 1.4113 -1.9547  0.1059
H: 2.4437 -1.6733 -0.7943  0.1084
H: 1.0370 -2.7528 -0.9369  0.1105
H: 1.1815 -2.5255 1.8353  0.1773
H: -2.0967 1.6216 1.1389  0.0926
N: -0.7317 1.0699 -2.0168  0.1101
N: 1.2716 -1.7724 1.0619  0.0683
N: -0.1123 0.3038 1.4400  0.1369
N: -0.4726 1.0623 0.3767  -0.1946
O: -1.4928 1.9413 0.4910  0.0484

The value obtained for the HOMO-LUMO gap is 8.6 eV. For the LUMO energy, the calculation gives 0.84 eV. The relative energy (zero: lowest compared OMol25 entry of this formula, charge and spin) comes out at 109.7 kcal/mol. For the HOMO energy, the calculation gives -7.75 eV.

---

Repeat the first record exactly.
DFT (ωB97M-V with the def2-TZVPD basis set) results for a structure of composition C2HFKO.

Last column: Löwdin charge in e.
CARTESIAN COORDINATES (ANGSTROEM)
H: 0.3440 -2.6964 1.3535  -0.0170
O: 0.1801 2.0010 -0.2941  -0.3614
C: 0.2524 -2.2040 0.3581  0.1318
C: -0.9634 1.6699 -0.5479  -0.1347
F: 0.4325 -3.2405 -0.5111  -0.1070
K: -0.2456 4.4700 -0.3585  0.4883

The value obtained for the HOMO-LUMO gap (alpha / beta) is 3.4 / 9.2 eV. For the LUMO energy (alpha / beta), the calculation gives -0.45 / -0.41 eV. Its multiplicity is 2. The relative energy (zero: lowest compared OMol25 entry of this formula, charge and spin) comes out at 20.1 kcal/mol. For the HOMO energy (alpha / beta), the calculation gives -3.84 / -9.65 eV.

---

What did the first record say?
DFT (ωB97M-V with the def2-TZVPD basis set) results for a structure of composition C2HFKO.

Last column: Löwdin charge in e.
CARTESIAN COORDINATES (ANGSTROEM)
H: 0.3440 -2.6964 1.3535  -0.0170
O: 0.1801 2.0010 -0.2941  -0.3614
C: 0.2524 -2.2040 0.3581  0.1318
C: -0.9634 1.6699 -0.5479  -0.1347
F: 0.4325 -3.2405 -0.5111  -0.1070
K: -0.2456 4.4700 -0.3585  0.4883

The value obtained for the HOMO-LUMO gap (alpha / beta) is 3.4 / 9.2 eV. For the LUMO energy (alpha / beta), the calculation gives -0.45 / -0.41 eV. Its multiplicity is 2. The relative energy (zero: lowest compared OMol25 entry of this formula, charge and spin) comes out at 20.1 kcal/mol. For the HOMO energy (alpha / beta), the calculation gives -3.84 / -9.65 eV.

---

Question: Look up the relative energy (zero: lowest compared OMol25 entry of this formula, charge and spin) of the second one.
Answer: 101.9 kcal/mol